[1]
This record from the OMol25 dataset describes an isolated molecule of C23H28N4O3. The level of theory is ωB97M-V/def2-TZVPD.

Results
molar mass	408.50	g/mol
total energy	-36411.32113	eV
LUMO level	0.50	eV
strongest force on any atom	0.7	eV/A
ΔE to the lowest compared entry with this formula, charge and spin	0.0	kJ/mol
E_HOMO	-7.34	eV

XYZ file:
```
58
Properties=species:S:1:pos:R:3:forces:R:3
C 4.48428 0.37125 -3.74277 0.0963 -0.0930 0.2455
C 4.44803 -0.19652 -2.32371 0.0310 0.2293 -0.2669
N 3.10684 -0.21009 -1.78093 0.1260 -0.1106 -0.0725
C 2.64487 -1.47974 -1.26987 -0.1353 -0.3241 -0.0427
C 2.19740 -2.46570 -2.36616 -0.1543 0.1481 0.1898
C 0.69321 -2.45465 -2.64038 0.2217 0.0695 -0.2657
N -0.07061 -3.03195 -1.55416 0.3378 -0.2469 -0.1341
C -1.04191 -2.38830 -0.87923 -0.2437 -0.6618 0.1600
O -1.33483 -1.22469 -1.07944 -0.1663 0.4231 -0.0706
C -1.77835 -3.23027 0.15403 0.0468 0.3059 0.1385
C -1.29309 -2.90888 1.57478 0.0038 -0.3416 -0.0041
N -1.33443 -1.47795 1.82438 -0.0665 -0.1796 0.1328
C -0.17374 -0.77728 1.56257 0.1565 0.3436 0.2131
O 0.86120 -1.33323 1.25959 0.2000 -0.1547 -0.0613
N -0.24277 0.57629 1.71037 0.2555 0.1251 -0.0820
C -1.37132 1.25847 2.09065 -0.5984 -0.0453 0.2299
C -1.36283 2.64430 2.24498 0.0324 -0.0261 0.0423
C -2.51283 3.29412 2.64140 0.0984 -0.1043 -0.0478
C -3.68301 2.58187 2.88728 -0.1468 -0.0092 0.0335
C -3.69756 1.21256 2.73734 0.1568 -0.0461 -0.0464
C -2.54233 0.53732 2.34294 0.0528 0.3991 -0.0300
C -2.55676 -0.91741 2.17352 0.0634 0.0678 0.0561
O -3.53291 -1.61795 2.33743 -0.1118 -0.0345 -0.0308
C 2.45676 0.97738 -1.50549 -0.0927 0.2845 0.0233
C 3.14357 2.19496 -1.41263 0.1954 -0.1158 0.0009
C 2.46306 3.37620 -1.18669 -0.0842 0.1035 -0.0049
C 1.08525 3.39717 -1.07463 0.0152 0.0840 0.0604
C 0.37672 2.20480 -1.17541 0.0322 0.0485 0.0564
C -1.12336 2.20009 -1.15860 -0.0318 0.0036 -0.0582
C 1.06485 1.01826 -1.36092 0.0184 -0.0436 0.0481
H 5.50229 0.35855 -4.12473 0.1111 0.0461 -0.0915
H 3.85537 -0.22195 -4.40230 -0.0590 -0.0626 -0.0677
H 4.11695 1.39359 -3.75568 -0.0108 0.0951 -0.0604
H 4.80722 -1.22748 -2.34810 -0.0261 0.0653 0.0851
H 5.13608 0.36950 -1.68047 0.0131 -0.1199 0.0098
H 3.46730 -1.93838 -0.70506 -0.0951 0.0531 0.0417
H 1.83531 -1.32002 -0.56049 0.1366 -0.0221 -0.0324
H 2.48516 -3.47942 -2.07618 0.0508 -0.0828 -0.0609
H 2.71617 -2.22774 -3.29549 0.0844 -0.0827 -0.0426
H 0.33173 -1.43684 -2.78888 -0.0122 -0.0981 -0.0607
H 0.48811 -3.03129 -3.55155 -0.0073 0.1576 0.0627
H 0.16513 -3.97639 -1.29327 -0.1742 0.0654 0.0474
H -2.83756 -2.97323 0.09102 0.0733 -0.0587 -0.0767
H -1.65439 -4.29605 -0.03656 -0.0285 -0.0315 0.0041
H -0.25991 -3.23349 1.71348 -0.2076 0.0377 0.0369
H -1.94730 -3.39303 2.30291 0.1349 0.0568 -0.1111
H 0.57907 1.09453 1.42497 -0.0478 -0.1828 -0.0140
H -0.45345 3.19273 2.04870 0.1092 0.0773 -0.0349
H -2.50398 4.36738 2.76008 0.0242 0.0868 0.0023
H -4.57579 3.10416 3.19402 -0.0817 0.0330 0.0285
H -4.58835 0.63111 2.91842 -0.0742 -0.0527 0.0114
H 4.21729 2.23282 -1.50134 0.1115 -0.0511 -0.0329
H 3.02262 4.29822 -1.10726 0.0478 0.0520 0.0003
H 0.56039 4.33019 -0.92790 -0.0634 0.1008 0.0083
H -1.51792 2.87694 -0.40272 -0.0480 0.0311 -0.0031
H -1.50571 1.19811 -0.98329 -0.0946 -0.0555 0.0247
H -1.49475 2.53545 -2.12770 -0.0821 0.0118 -0.0422
H 0.48529 0.11368 -1.41962 -0.0926 -0.1678 -0.0448
```
Positions in Å, forces in eV/Å.


[2]
This record from the OMol25 dataset describes an isolated molecule of C23H28N4O4. The level of theory is ωB97M-V/def2-TZVPD.

Results
molar mass	424.50	g/mol
total energy	-38457.39153	eV
LUMO level	-0.94	eV
strongest force on any atom	0.7	eV/A
ΔE to the lowest compared entry with this formula, charge and spin	53.1	kJ/mol
E_HOMO	-8.00	eV

XYZ file:
```
59
Properties=species:S:1:pos:R:3:forces:R:3
C -4.34685 -0.36617 1.74000 -0.1872 0.2841 0.0507
C -5.29455 0.83954 1.80616 0.0704 -0.1539 0.1166
N -5.75958 1.40555 0.56128 0.0692 -0.0392 -0.0644
C -6.57872 0.56071 -0.28939 -0.1475 -0.0734 0.1426
C -7.81685 0.03244 0.42840 0.2167 0.1080 -0.1765
C -4.89346 2.31429 -0.14417 0.0503 0.0091 -0.3270
C -4.05854 1.77769 -1.33338 -0.3289 0.2104 0.1370
N -3.00399 0.86781 -0.96962 0.1603 0.2159 0.0569
C -3.05969 -0.45852 -1.23943 0.1493 0.1682 0.0387
O -3.98655 -0.97353 -1.83553 -0.0969 -0.2119 -0.0409
C -1.89100 -1.24835 -0.74532 0.2168 -0.3224 0.0077
C -2.11056 -2.55754 -0.32642 -0.0928 0.0872 -0.0440
C -1.05581 -3.32365 0.13304 -0.1223 0.1326 -0.0667
C 0.22892 -2.81150 0.16300 0.1970 0.0003 0.0206
C 0.46143 -1.51239 -0.28185 -0.3278 -0.3918 0.1597
N 1.73437 -0.94577 -0.31210 0.1896 0.5925 -0.2832
C 2.91941 -1.44981 0.10261 -0.5223 -0.0688 0.0054
O 3.09085 -2.52993 0.62845 0.0119 0.0366 0.0310
C 4.02743 -0.40992 -0.15201 0.0198 0.5441 -0.1337
O 3.64333 0.74805 -0.34813 0.1287 -0.4661 0.1084
C 5.42034 -0.81324 -0.13359 0.4761 0.0411 0.0500
C 5.77199 -2.17399 -0.16761 0.0163 -0.0060 -0.0257
C 7.08607 -2.57599 -0.13358 0.0953 -0.0919 -0.0447
C 8.09841 -1.62541 -0.06091 -0.3216 -0.0290 -0.0064
C 7.79457 -0.28180 -0.04093 0.2283 0.1615 -0.0117
C 6.46847 0.15280 -0.09269 0.0576 -0.3677 0.0283
N 6.15081 1.49387 -0.09532 -0.6447 0.0354 -0.0259
C 6.96972 2.58976 0.01064 -0.1783 0.2529 -0.0166
C 6.17725 3.87681 -0.03780 0.2416 0.1129 0.0308
O 8.17136 2.55055 0.12649 0.2493 0.0221 0.0288
C -0.60292 -0.73233 -0.72950 -0.0421 -0.0948 0.0664
H -4.72571 -1.11162 1.04672 -0.0148 -0.1721 -0.1014
H -3.34849 -0.07556 1.42450 0.0680 -0.0228 -0.0081
H -4.27012 -0.82113 2.72491 0.0383 -0.0929 0.1033
H -6.18363 0.54482 2.36970 0.0793 0.0448 0.0988
H -4.81147 1.64397 2.36986 -0.0981 -0.0408 0.0392
H -6.01788 -0.28544 -0.71602 -0.0576 0.1453 -0.0717
H -6.90893 1.19221 -1.11983 0.0395 -0.0785 -0.0690
H -8.32893 0.84344 0.94053 -0.0848 0.0639 0.0805
H -8.49477 -0.40295 -0.30147 -0.0850 -0.0932 -0.0234
H -7.56210 -0.73721 1.15189 -0.0269 -0.0979 0.1037
H -4.21927 2.77554 0.58245 -0.0230 0.0859 -0.0093
H -5.52367 3.11042 -0.56596 0.1523 0.0634 -0.0166
H -3.62006 2.64114 -1.84577 -0.1011 -0.0549 -0.0273
H -4.70178 1.24149 -2.03233 0.0617 0.1315 -0.0027
H -2.26889 1.22313 -0.37944 -0.0205 -0.1801 -0.0260
H -3.11267 -2.95437 -0.36919 -0.1021 -0.0279 -0.0171
H -1.23050 -4.33454 0.46829 -0.0110 -0.0856 0.0366
H 1.05231 -3.40791 0.51830 0.0179 -0.0084 0.0077
H 1.79370 0.01093 -0.65470 0.0618 -0.2980 0.1419
H 4.99415 -2.91616 -0.22086 0.0008 0.0117 0.0206
H 7.32841 -3.62676 -0.16488 -0.0049 -0.0936 -0.0054
H 9.13186 -1.93638 -0.02918 0.0937 -0.0039 0.0107
H 8.57838 0.45563 0.00492 -0.0223 -0.0016 0.0002
H 5.14923 1.67013 -0.18998 0.3677 0.0103 -0.0101
H 5.46611 3.90815 0.78492 -0.0918 0.0141 0.0425
H 6.85631 4.72063 0.04107 0.0119 -0.0279 -0.0001
H 5.62755 3.94167 -0.97432 -0.0838 0.0153 -0.0599
H -0.40480 0.26664 -1.09493 0.0030 0.0959 -0.0499
```
Positions in Å, forces in eV/Å.


[3]
This record from the OMol25 dataset describes an isolated molecule of C23H28N4O4S. The level of theory is ωB97M-V/def2-TZVPD.

Results
molar mass	456.57	g/mol
total energy	-49291.44175	eV
LUMO level	-0.66	eV
strongest force on any atom	0.9	eV/A
ΔE to the lowest compared entry with this formula, charge and spin	270.2	kJ/mol
E_HOMO	-8.92	eV

XYZ file:
```
60
Properties=species:S:1:pos:R:3:forces:R:3
C 6.87706 -0.43892 -0.18804 -0.2098 0.1385 0.0835
C 5.57836 0.35802 -0.21500 0.1751 -0.1282 -0.2603
C 4.99794 0.43332 -1.62502 -0.1912 0.2379 0.3275
C 3.69572 1.23290 -1.67626 0.4650 0.3013 -0.3779
N 2.62187 0.63373 -0.91339 -0.0560 0.1166 0.9194
S 2.45300 1.05199 0.68523 -0.6190 -0.2576 -0.2268
O 3.24164 2.20878 0.98703 -0.1278 0.1766 -0.2397
O 2.58248 -0.12597 1.50539 -0.0585 0.0000 -0.2510
C 0.71463 1.48068 0.74568 0.3224 -0.4314 0.0457
C 0.24647 2.76158 1.05132 -0.0233 0.2400 0.0315
C -1.10251 2.97886 1.13989 0.1980 -0.0902 -0.0322
C -2.01772 1.91412 0.96669 0.4984 -0.4888 -0.1285
N -3.33044 2.17067 1.08019 -0.5502 0.1642 0.0472
C -4.20057 1.19768 0.92953 0.5353 0.0079 0.0517
C -5.61469 1.56606 1.04997 -0.6233 0.2097 0.0494
C -6.01542 2.87894 0.79469 -0.0425 -0.2066 0.0295
C -7.35165 3.21168 0.90938 0.0487 -0.0970 -0.0077
C -8.24842 2.21634 1.27335 -0.0071 0.2684 -0.0397
N -7.87998 0.97537 1.54100 -0.4653 -0.3182 0.1563
C -6.60387 0.66019 1.43794 0.4872 0.1120 -0.1338
C -3.80795 -0.13812 0.66610 0.4718 -0.1417 -0.0118
C -2.47588 -0.44166 0.56769 -0.3819 0.2890 -0.1128
C -2.03429 -1.84976 0.28467 -0.0885 0.0377 0.2922
O -2.50202 -2.50475 -0.62417 -0.0896 -0.0712 -0.2271
N -1.09366 -2.31134 1.14098 0.1292 0.0184 0.2082
C -0.33254 -3.51777 0.90397 0.2407 -0.2050 -0.1697
C 1.02786 -3.21347 0.26176 -0.1332 0.0256 -0.2944
C 0.87373 -2.84116 -1.21179 -0.1737 -0.0494 0.2155
O 2.06998 -2.24949 -1.68308 0.1748 -0.0481 0.2931
C 2.04503 -2.02561 -3.07204 -0.0710 0.0022 -0.1537
C -1.52411 0.60679 0.68692 -0.1723 0.3317 0.1027
C -0.13701 0.43585 0.54258 0.1312 0.1455 0.0046
H 6.70825 -1.45674 -0.53371 0.0393 -0.1306 -0.0352
H 7.62312 0.02241 -0.83250 0.1172 -0.0004 -0.0544
H 7.27536 -0.48217 0.82221 0.1128 -0.0565 0.0757
H 4.85156 -0.10686 0.45355 0.0918 0.0076 0.0397
H 5.75729 1.36935 0.15449 -0.0532 0.0224 0.0479
H 4.80920 -0.57977 -1.99111 0.0446 -0.0655 -0.1002
H 5.72071 0.90489 -2.29511 0.0117 -0.0467 -0.0811
H 3.84915 2.22660 -1.25159 0.0933 0.0380 -0.2620
H 3.35580 1.33814 -2.71286 0.0191 0.0711 0.1282
H 2.55331 -0.37147 -1.03929 -0.1731 -0.2808 0.1466
H 0.96742 3.54831 1.20744 0.0143 0.1657 0.0391
H -1.50602 3.95579 1.35442 -0.0281 0.0938 0.0359
H -5.27093 3.60554 0.50740 0.0340 0.0613 -0.0069
H -7.69398 4.21640 0.71579 -0.0424 0.0714 -0.0249
H -9.30797 2.41716 1.36096 -0.0670 0.1136 -0.0107
H -6.36250 -0.36187 1.69846 0.1379 -0.0881 -0.0173
H -4.54497 -0.91419 0.53527 -0.0559 -0.0817 -0.0438
H -0.73834 -1.69413 1.85529 -0.1372 0.0460 -0.0814
H -0.18637 -4.02975 1.85771 -0.0644 -0.0259 -0.1148
H -0.92966 -4.14997 0.24254 0.0329 -0.0323 0.1666
H 1.66982 -4.09081 0.34266 0.0649 -0.0099 0.0288
H 1.52317 -2.39540 0.79266 0.0138 -0.0245 0.0324
H 0.03848 -2.13943 -1.35584 0.0477 -0.0881 -0.0255
H 0.64837 -3.74155 -1.80204 -0.0240 0.1004 0.0305
H 1.90257 -2.96526 -3.61802 0.0264 0.0524 0.0007
H 3.00560 -1.59238 -3.34281 0.0034 0.0074 -0.0815
H 1.24043 -1.33306 -3.34690 0.0145 -0.0038 -0.0166
H 0.28809 -0.51535 0.27776 -0.0679 -0.2065 -0.0068
```
Positions in Å, forces in eV/Å.


[4]
This record from the OMol25 dataset describes an isolated molecule of C23H28N4O5 at a distorted geometry. The level of theory is ωB97M-V/def2-TZVPD.

Results
molar mass	440.50	g/mol
total energy	-40503.81936	eV
LUMO level	-0.06	eV
strongest force on any atom	1.0	eV/A
ΔE to the lowest compared entry with this formula, charge and spin	242.6	kJ/mol
E_HOMO	-8.11	eV

XYZ file:
```
60
Properties=species:S:1:pos:R:3:forces:R:3
C -2.39668 1.05610 4.51640 0.3588 -0.0368 -0.2572
C -0.98008 0.59705 4.20368 -0.0705 0.0745 0.4995
O -0.65600 0.77066 2.82034 -0.1054 -0.2687 -0.1627
C -0.11618 1.93693 2.44563 0.0479 0.1693 -0.3738
O 0.01785 2.88284 3.17450 -0.0213 0.0958 0.1445
C 0.35779 1.85674 1.00998 0.2082 0.1784 0.2144
C 0.66155 3.23324 0.42542 -0.1185 -0.1488 -0.0827
C 1.30318 3.07423 -0.94975 0.1342 -0.0485 0.1794
C 2.53129 2.17155 -0.84873 0.0753 0.2824 -0.3962
N 2.17535 0.86666 -0.31532 0.2630 0.0476 0.2141
C 1.86035 -0.11361 -1.20985 0.1209 0.1597 -0.9810
N 1.85021 0.25793 -2.48063 -0.1276 0.1018 0.5330
C 1.65735 -0.64659 -3.45313 -0.0802 -0.7101 0.0828
C 1.63475 -0.24843 -4.80407 -0.0351 -0.0964 -0.1436
C 1.43243 -1.18564 -5.78010 0.0421 0.2522 0.0235
C 1.25157 -2.54093 -5.45843 -0.0472 -0.2979 0.1109
C 1.27012 -2.95745 -4.15452 -0.0118 0.0252 -0.2171
C 1.47104 -2.01417 -3.13324 0.0636 0.6348 -0.2401
N 1.50656 -2.39548 -1.83850 -0.0082 -0.0334 0.3171
C 1.68160 -1.51034 -0.90035 0.0930 -0.6373 -0.2400
C 1.69228 -2.14627 0.47881 -0.6155 -0.0590 -0.3591
C 2.82958 -1.76173 1.27548 0.1770 -0.0617 0.2929
N 3.75547 -1.46484 1.87604 0.4119 0.1198 0.2646
C 0.34636 -1.95127 1.20092 0.1427 -0.1519 0.3629
O 0.16900 -2.12767 2.37473 0.0560 -0.0059 -0.0765
O -0.57779 -1.61879 0.31364 0.0453 0.1088 -0.2674
C -1.93729 -1.46498 0.75544 -0.7251 0.0861 0.1811
C -2.56338 -2.82967 1.01678 0.3259 0.2328 -0.0664
C -2.65596 -0.71237 -0.37568 0.2162 -0.2534 0.2167
O -2.41338 0.67082 -0.39096 0.1634 0.0471 -0.1571
C -3.21910 1.41744 0.49184 -0.0304 -0.0168 0.0168
C 1.64071 0.99417 1.01500 -0.4322 -0.0993 0.2407
H -2.50444 2.11377 4.28641 -0.0416 0.0728 0.0183
H -3.12388 0.48916 3.93860 -0.0917 -0.0549 -0.0244
H -2.59752 0.90542 5.57306 -0.0622 -0.0166 0.1229
H -0.85487 -0.47272 4.38525 0.0228 0.1371 -0.0220
H -0.26122 1.16529 4.80151 -0.0730 -0.1586 -0.0690
H -0.39826 1.34480 0.40683 0.0354 -0.0262 0.0858
H -0.25783 3.81638 0.35277 0.0063 0.0660 0.0667
H 1.33816 3.76277 1.09972 -0.0266 0.0464 0.0293
H 1.59453 4.04723 -1.34588 -0.0084 0.0259 -0.0624
H 0.59215 2.61855 -1.64083 -0.0039 0.0190 -0.1029
H 2.98381 2.02854 -1.82870 0.0480 0.1194 0.2100
H 3.26545 2.61047 -0.16626 -0.0034 -0.0045 0.0071
H 1.77383 0.79600 -5.03569 0.0207 0.1088 -0.0186
H 1.41135 -0.88651 -6.81806 0.0040 0.0480 -0.0657
H 1.09721 -3.25520 -6.25367 -0.0130 -0.0685 -0.0372
H 1.13310 -3.99288 -3.88335 -0.0042 -0.1055 0.0341
H 1.76651 -3.23094 0.30427 -0.0563 0.2617 -0.0404
H -1.92214 -0.87134 1.67625 -0.0100 -0.0524 -0.1925
H -3.59037 -2.70975 1.34989 -0.1119 0.0174 0.0217
H -2.00544 -3.34985 1.79152 -0.0198 -0.0543 0.0188
H -2.54963 -3.42596 0.10714 -0.0547 -0.0942 -0.0970
H -2.27554 -1.09242 -1.32812 -0.1210 -0.0811 0.0634
H -3.73444 -0.91007 -0.31419 0.0587 -0.0226 0.0130
H -2.98163 2.46391 0.31134 -0.0578 0.0340 0.0689
H -4.28281 1.24544 0.28949 0.0174 0.0320 0.0030
H -3.01278 1.17888 1.53926 0.0044 -0.0005 0.0322
H 1.41467 0.03325 1.46453 0.0851 0.1834 0.0335
H 2.40148 1.48164 1.63556 -0.0593 -0.1224 0.0294
```
Positions in Å, forces in eV/Å.


> Which formula does entry 1 have?

C23H28N4O3